1.
The following is a DFT calculation (the ωB97M-V functional and the def2-TZVPD basis) of 2 unconnected molecules or ions with the total composition C13H12NO2 at a distorted geometry.

Values from the calculation:
HOMO level ... -3.79 eV
Charge ... -1
DFT total energy ... -19257.729 eV

Last column: Mulliken charge in e.
Geometry (Å):
C: 4.60477 0.67249 1.69305  0.049
C: 3.70888 1.00446 0.97947  -0.623
C: 2.47981 1.64350 0.42838  -0.835
C: 1.27258 1.63352 1.40762  1.764
N: 0.15791 2.35066 0.71793  -0.665
C: 0.78632 0.26002 1.69925  -1.486
C: 0.27772 -0.80986 1.85312  0.043
C: 1.53824 2.41227 2.76977  0.177
O: 0.56806 3.02210 3.23551  -0.731
O: 2.64035 2.37633 3.31936  -0.698
H: 5.30939 0.39262 2.43736  0.396
H: 2.21106 1.05984 -0.46287  0.232
H: 2.68698 2.69121 0.18646  0.415
H: 0.57001 2.87717 -0.04906  0.289
H: -0.41709 1.64804 0.25759  0.254
H: -0.47332 -1.56039 1.93777  0.459
C: -3.37331 -2.52206 -2.36015  -0.415
C: -3.39996 -1.13393 -2.35975  -0.352
C: -2.32528 -0.41832 -1.84806  -0.481
C: -1.21949 -1.09067 -1.34493  -0.085
C: -1.19155 -2.47844 -1.34843  -0.618
C: -2.26955 -3.19464 -1.85206  -0.302
H: -4.21302 -3.08032 -2.75621  0.342
H: -4.25980 -0.60887 -2.75780  0.351
H: -2.34903 0.66442 -1.84147  0.362
H: -0.37975 -0.53393 -0.94887  0.408
H: -0.32795 -3.00171 -0.95672  0.398
H: -2.24926 -4.27770 -1.84954  0.352

=====

2.
The following is a DFT calculation (the ωB97M-V functional and the def2-TZVPD basis) of a molecular structure, C13H13BF4N4O4SbScSe4.

Values from the calculation:
HOMO level ... -1.87 eV
Charge ... -2
DFT total energy ... -328026.019 eV

Last column: Mulliken charge in e.
Geometry (Å):
Sc: 0.00687 0.77814 -0.73020  0.710
Se: 2.22709 -1.29224 3.13632  -0.728
Sb: 0.01844 -0.70371 2.24909  0.638
Se: 0.04523 1.76104 1.74038  -0.667
Se: -0.27585 -1.70444 -0.09310  -0.591
Se: -1.98678 -1.23311 3.48928  -0.730
O: -3.14342 2.89775 -0.81603  -0.632
N: -2.18410 2.17722 -0.97647  1.342
O: -1.07706 2.59088 -1.46260  -0.508
O: -2.18651 0.94204 -0.70607  -0.540
F: 0.61753 2.34189 -4.22152  -0.331
B: 1.22537 1.45120 -3.36754  0.560
F: 1.58676 2.07340 -2.13116  -0.180
F: 2.30688 0.81448 -3.94740  -0.380
F: 0.26369 0.43854 -2.91926  -0.397
C: 4.16324 3.88934 -4.26012  -1.242
C: 4.89640 3.47665 -3.01178  0.647
C: 6.17097 2.92620 -3.06252  -0.777
C: 6.82240 2.50406 -1.91079  -0.536
C: 6.22254 2.65459 -0.66787  0.188
N: 6.92921 2.20337 0.47878  -0.101
C: 6.44795 1.87379 1.73821  0.218
O: 7.15779 2.02676 2.72416  -0.742
N: 5.21569 1.28939 1.81244  -0.018
C: 4.49717 0.62633 0.78505  -0.435
C: 5.08028 -0.25152 -0.10380  -0.118
C: 4.26909 -0.86299 -1.04642  -1.358
C: 2.91563 -0.58959 -1.04974  -0.163
N: 2.35253 0.26718 -0.19097  1.368
C: 3.13330 0.86227 0.69761  -0.437
C: 4.96416 3.24622 -0.59883  -0.163
C: 4.30559 3.62220 -1.75741  -0.187
H: 4.72956 3.61792 -5.15272  0.321
H: 3.99486 4.96887 -4.28204  0.323
H: 3.19181 3.39918 -4.31756  0.154
H: 6.65554 2.79351 -4.02439  0.257
H: 7.79769 2.03241 -1.97620  0.367
H: 7.89424 2.47542 0.53512  0.271
H: 4.87560 1.15140 2.75283  0.271
H: 6.14291 -0.45660 -0.05267  0.506
H: 4.67686 -1.55812 -1.76784  0.371
H: 2.25340 -1.07295 -1.75479  0.367
H: 2.63594 1.53497 1.38416  0.379
H: 4.48521 3.38748 0.36115  0.479
H: 3.29944 4.01989 -1.68326  0.221